1.
Below is an isolated molecule of C5H6F2, with properties calculated with the ωB97M-V functional and the def2-TZVPD basis.

Geometry as XYZ:
```
13
Properties=species:S:1:pos:R:3:forces:R:3
C -0.8784 -0.2962 -0.7061 0.44 -1.34 -0.65
C -0.0941 0.4150 0.0867 0.80 1.11 -0.45
C -0.1285 -1.5767 -0.5180 -0.43 -1.34 0.95
C 0.6088 -0.8877 0.5977 -0.47 2.79 0.55
C 0.0387 1.9297 0.2433 1.65 -0.16 -1.87
F -0.8908 -2.7332 -0.0846 0.88 1.27 -0.68
F 1.9583 -0.8991 0.8130 0.21 -0.30 -0.71
H -1.6501 -0.1589 -1.4139 -0.85 0.59 -0.33
H 0.5934 -1.8902 -1.2456 -0.12 -0.34 -0.89
H 0.1384 -1.0660 1.5068 -0.58 -0.95 1.85
H -0.6728 2.3793 0.8599 -1.28 0.34 1.31
H -0.0446 2.5124 -0.7212 -0.20 -1.13 0.58
H 1.0219 2.2715 0.5822 -0.05 -0.52 0.33
```
Positions in Å, forces in eV/Å.

HOMO level: -10.30 eV
Energy relative to the best compared isomer or geometry (same formula, charge and spin): 17.14 kcal per mole
M: 104.10 g mol⁻¹
Net charge: 0
Max |F|: 2.879 eV/A
SMILES string: CC1=C[C@H](F)[C@H]1F
LUMO: 0.959 eV

---

2.
Below is a structure of composition C35H55Br2F23N2O9P, with properties calculated with the ωB97M-V functional and the def2-TZVPD basis.

Geometry as XYZ:
```
127
Properties=species:S:1:pos:R:3:forces:R:3
C 2.1033 -3.0987 3.5350 -0.42 -0.37 0.50
C 1.6073 -1.6964 4.2561 0.03 -0.10 -0.76
Br 2.8492 -1.3435 5.8283 -0.91 -0.96 -0.93
C 1.7148 -0.3768 3.2449 0.76 -1.52 0.35
Br 1.8560 1.2334 4.4117 -0.89 -0.25 -1.55
C 0.4632 -0.3665 2.1710 2.24 -1.34 -1.06
N -0.8651 0.0643 2.7491 -0.11 -1.73 0.35
C -1.9929 0.1785 1.7210 -1.41 -0.26 -1.11
P -2.7384 1.9617 2.0149 -5.02 0.71 -1.16
N -4.3823 1.8357 2.0779 2.85 0.76 -0.83
C -1.4964 -0.0760 0.1810 0.79 -0.48 0.54
C -2.6985 0.1696 -0.9578 -0.19 3.64 2.49
F -2.6106 1.6555 -1.2368 -0.46 -4.38 0.68
F -3.9806 -0.0202 -0.2681 3.75 0.07 -2.70
C -2.4576 -0.5746 -2.3672 1.47 2.95 -2.64
F -0.9703 -0.8402 -2.4530 -4.76 0.25 0.44
F -2.6829 0.4647 -3.4458 0.62 -3.49 3.64
C -3.3465 -1.8477 -2.7862 -2.17 -1.49 -3.55
F -3.4817 -1.7661 -4.2951 0.61 -0.29 4.94
F -4.7391 -1.9204 -2.3034 4.81 0.71 -1.02
C -2.6841 -3.3408 -2.5427 -1.21 -2.34 -3.17
F -1.4422 -3.5758 -3.3701 -3.95 1.12 3.37
F -3.6903 -4.2908 -3.1581 3.33 3.26 2.09
C -2.5457 -3.7982 -0.9834 -2.01 -1.86 2.09
F -3.1402 -2.8176 0.0000 2.07 -2.52 -3.47
F -3.3781 -5.0464 -0.7828 3.04 4.24 -0.59
C -1.0388 -4.1985 -0.4827 1.02 0.17 2.69
F 0.0317 -3.2487 -0.8594 -3.50 -2.74 0.95
F -1.0907 -4.1692 1.0280 0.24 0.18 -4.60
C -0.5931 -5.7574 -0.8490 -0.41 -2.79 -0.26
F -1.1204 -6.7107 0.1978 1.57 3.55 -3.57
F -1.0725 -6.2272 -2.1675 1.33 1.90 4.35
C 1.0488 -5.9799 -0.8420 1.44 -2.25 -0.18
F 1.6777 -5.4579 -2.0772 -2.08 -1.52 4.81
F 1.6226 -5.4666 0.4232 -1.73 -1.48 -4.69
F 1.2455 -7.4775 -0.8553 -0.46 5.47 0.07
O -0.3308 0.8267 -0.0340 -0.65 -1.39 1.14
C 0.8433 0.3855 0.7312 0.69 -1.09 -0.46
C 1.8380 1.6721 0.8948 -3.86 6.41 2.53
O 1.2608 2.8322 1.3171 3.89 -7.81 -2.89
C 3.4511 1.7282 0.6262 0.37 3.24 0.43
F 3.7343 3.1194 0.1076 -1.00 -4.60 1.70
F 4.1214 1.6520 1.9442 -1.84 -0.32 -4.30
C 4.0173 0.7038 -0.5142 1.89 1.13 -1.88
F 5.1841 1.4092 -1.1668 -3.81 -2.64 2.21
F 3.0604 0.4319 -1.6351 2.65 0.89 4.00
C 4.6029 -0.7223 0.0364 1.84 -2.21 -0.71
F 5.7674 -0.5763 0.9821 -4.74 -0.25 -3.00
F 3.5817 -1.6574 0.5693 2.58 3.17 -0.94
C 5.2582 -1.4904 -1.2978 7.37 -1.96 -2.50
O 6.6117 -1.5446 -1.4008 -9.26 0.64 0.98
O 4.4729 -2.1562 -2.3469 2.56 1.87 2.64
H 2.0341 -3.0643 2.3594 0.21 0.16 2.25
H 1.4064 -3.9857 3.9012 1.64 1.90 -0.73
H 3.2090 -3.3495 3.8883 -2.48 0.62 -0.97
H 0.5296 -1.7700 4.7152 2.09 0.12 -0.84
H 2.7724 -0.4996 2.7047 -2.56 0.38 0.86
H 0.3167 -1.5116 1.8642 0.22 2.46 0.73
H -1.1702 -0.7173 3.4046 0.65 1.28 -0.68
H -0.8468 0.9300 3.3284 0.66 -0.32 -0.18
H -2.8272 -0.6361 1.9478 1.63 2.02 -0.23
H -2.2946 2.8918 0.9834 0.45 -0.96 0.88
H -2.3318 2.5294 3.2782 0.85 -1.02 -0.55
H -4.7782 2.4378 1.3196 0.32 -0.76 0.78
H -1.1690 -1.1932 0.0722 -0.52 1.99 0.18
H 1.3788 -0.4475 0.0805 -0.89 1.64 1.46
H 5.1738 -2.4893 -3.0103 -1.13 0.79 1.57
C 0.0486 1.6368 -6.1159 -0.03 -0.02 -0.35
C 0.5102 2.9215 -5.4466 -0.07 -0.55 0.38
C 1.6755 2.6673 -4.5036 0.33 0.24 0.03
O -0.5737 3.4890 -4.7156 -0.19 0.16 0.14
H -0.2964 0.9095 -5.3724 0.12 0.04 0.04
H -0.7982 1.8329 -6.7823 0.15 0.01 0.07
H 0.8560 1.1836 -6.6996 -0.13 0.00 0.04
H 0.8068 3.6486 -6.2104 -0.19 0.02 0.20
H 1.3881 1.9766 -3.7029 -0.06 -0.10 -0.12
H 1.9891 3.5986 -4.0197 -0.02 -0.09 -0.14
H 2.5316 2.2450 -5.0388 -0.07 0.02 0.10
H -0.8437 2.8503 -4.0351 0.13 0.24 -0.33
C -2.5475 3.2766 6.8831 -0.14 -0.27 0.08
C -1.0319 3.3626 6.7993 -0.50 0.65 0.19
C -0.5374 4.7630 7.1247 0.32 0.06 0.11
O -0.6106 3.0065 5.4851 0.04 -0.38 -0.71
H -3.0190 3.9558 6.1639 0.09 0.09 0.12
H -2.8900 2.2664 6.6345 0.05 0.08 0.12
H -2.9024 3.5296 7.8870 0.00 -0.03 -0.17
H -0.5834 2.6434 7.4934 0.05 -0.01 -0.30
H -0.9376 5.4949 6.4141 -0.11 -0.09 0.09
H 0.5541 4.8131 7.0483 -0.16 -0.05 0.08
H -0.8320 5.0607 8.1359 0.04 -0.01 -0.15
H -1.0041 3.6398 4.8621 0.25 -0.01 0.40
C -3.2308 1.6938 -10.5410 -0.13 0.10 -0.33
C -2.1019 0.7150 -10.2600 -0.29 0.33 0.51
C -2.4075 -0.1505 -9.0479 0.07 -0.38 0.04
O -0.8954 1.4386 -10.0314 0.27 0.08 0.04
H -3.3804 2.3732 -9.6943 -0.01 -0.16 0.04
H -2.9917 2.3183 -11.4084 -0.03 -0.17 0.09
H -4.1702 1.1673 -10.7367 0.07 0.10 0.03
H -1.9407 0.0775 -11.1362 0.19 0.18 0.12
H -2.5279 0.4635 -8.1483 -0.11 0.05 -0.12
H -1.5810 -0.8415 -8.8502 -0.12 0.06 -0.10
H -3.3222 -0.7322 -9.1988 0.08 0.06 0.07
H -1.0293 2.0074 -9.2551 0.00 -0.25 -0.37
C -0.7550 5.9273 -1.0589 -0.34 0.08 -0.08
C 0.0927 6.7532 -0.1045 0.30 -0.48 -0.34
C 1.4992 6.9551 -0.6456 0.19 0.31 0.03
O 0.1622 6.0936 1.1569 -0.11 -0.21 0.36
H -0.3236 4.9305 -1.2039 0.14 0.10 -0.06
H -1.7607 5.7797 -0.6509 0.09 0.13 -0.05
H -0.8410 6.4161 -2.0344 -0.01 -0.14 0.08
H -0.3814 7.7269 0.0605 0.05 -0.20 0.19
H 2.0105 5.9947 -0.7759 -0.14 0.00 -0.07
H 2.1015 7.5406 0.0573 -0.15 -0.03 -0.12
H 1.4808 7.4747 -1.6087 0.04 -0.08 0.10
H 0.5819 5.2280 1.0201 -0.07 0.39 0.00
C 2.7888 -5.9428 7.4097 0.23 0.27 0.12
C 1.5653 -5.6532 6.5550 0.15 -0.72 0.31
C 0.4334 -6.6208 6.8617 -0.34 0.09 0.00
O 1.9159 -5.7578 5.1776 0.06 -0.03 -0.38
H 3.1715 -6.9514 7.2174 -0.17 0.02 0.05
H 3.5996 -5.2466 7.1696 -0.16 -0.03 0.07
H 2.5558 -5.8549 8.4755 0.06 -0.05 -0.12
H 1.2286 -4.6255 6.7304 0.09 -0.04 -0.23
H 0.7325 -7.6535 6.6499 0.09 0.11 0.11
H -0.4362 -6.4082 6.2305 0.10 0.03 0.12
H 0.1297 -6.5532 7.9110 0.03 -0.06 -0.13
H 2.2160 -6.6671 5.0127 -0.14 0.37 0.11
```
Positions in Å, forces in eV/Å.

HOMO level: -11.43 eV
M: 1275.57 g mol⁻¹
Net charge: +1
Max |F|: 9.335 eV/A
LUMO: -4.825 eV

---

> What is the M in the first record?

104.10 g mol⁻¹

---

> What is the net charge in the second record?

+1

---

> The lowest LUMO belongs to which entry?

C35H55Br2F23N2O9P

---

> Which of these has the lowest HOMO level?

C35H55Br2F23N2O9P